Density functional theory data (ωB97M-V/def2-TZVPD) for 12 unconnected molecules or ions with the total composition C47H111N15O25P4 in a non-equilibrium geometry.

Cartesian coordinates (Å):
C 11.4287 1.0192 -20.8830
N 11.4131 -0.4292 -21.0767
C 11.6024 -1.1707 -19.8334
P 10.9386 -1.1323 -22.5246
O 10.4092 -0.1304 -23.4512
N 12.2557 -2.0032 -23.0952
C 13.1071 -2.9018 -22.3258
C 12.5358 -2.0317 -24.5528
N 9.8201 -2.3832 -22.2094
C 8.5007 -2.0228 -21.7553
C 10.1325 -3.8067 -22.0042
H 12.4418 1.4065 -20.7740
H 10.8149 1.2777 -20.0158
H 10.8901 1.4232 -21.7426
H 11.0851 -2.1190 -20.0375
H 11.1239 -0.7041 -18.9771
H 12.6256 -1.4699 -19.5846
H 14.1388 -2.6452 -22.6016
H 13.2136 -2.5631 -21.2946
H 12.8596 -3.9363 -22.5492
H 13.6179 -1.9681 -24.6719
H 12.2229 -3.0033 -24.9407
H 12.0524 -1.2024 -25.0577
H 8.3391 -1.9823 -20.6631
H 8.1738 -1.0792 -22.1888
H 7.8275 -2.8788 -21.8883
H 10.4421 -4.2996 -22.9289
H 9.3261 -4.3886 -21.5655
H 11.0036 -3.8594 -21.3500
C 5.9487 -8.3825 -17.2859
N 7.2125 -8.7848 -17.9095
C 8.4278 -8.6516 -17.0952
P 7.0110 -10.0191 -19.0701
O 6.5643 -11.3693 -18.6837
N 5.8176 -9.4211 -20.1915
C 4.7941 -10.2698 -20.7486
C 6.1082 -8.2141 -20.9816
N 8.4518 -9.8895 -19.9459
C 9.1101 -8.6426 -20.2046
C 8.9304 -10.9782 -20.7909
H 5.6289 -9.2389 -16.6742
H 5.1683 -8.2613 -18.0343
H 6.0761 -7.5148 -16.6411
H 9.2645 -8.9528 -17.7210
H 8.3346 -9.2902 -16.2120
H 8.5449 -7.6140 -16.7836
H 5.2354 -11.0123 -21.4242
H 4.2414 -10.7612 -19.9465
H 4.0582 -9.6903 -21.3087
H 5.2929 -7.9182 -21.6448
H 6.6546 -7.4760 -20.4104
H 6.7586 -8.4995 -21.8299
H 10.1621 -8.5556 -19.8971
H 9.0676 -8.2395 -21.2220
H 8.7089 -7.8407 -19.5793
H 10.0199 -11.0789 -20.7733
H 8.6596 -10.6783 -21.8085
H 8.5901 -11.9763 -20.5266
C 10.7384 -3.9083 -16.1201
N 9.3050 -3.5384 -16.3233
C 9.0811 -2.8604 -17.5921
P 8.1115 -4.4593 -15.6903
O 7.7428 -5.6105 -16.5652
N 8.7730 -5.0005 -14.2406
C 9.5004 -6.2308 -14.1675
C 8.9493 -4.1742 -13.0475
N 6.8515 -3.4172 -15.3283
C 5.5169 -3.6847 -15.8658
C 6.9742 -2.0788 -14.7779
H 10.9130 -4.0762 -15.0623
H 11.2763 -3.0493 -16.5120
H 10.9187 -4.8407 -16.6578
H 8.0877 -2.4250 -17.6996
H 9.3103 -3.5486 -18.4151
H 9.7595 -2.0237 -17.7576
H 10.5336 -6.1231 -13.8134
H 8.9813 -6.9735 -13.5497
H 9.6595 -6.7201 -15.1328
H 9.7482 -3.4405 -13.2444
H 8.0441 -3.6412 -12.7696
H 9.4318 -4.7424 -12.2552
H 4.6789 -3.1176 -15.4552
H 5.5511 -3.4630 -16.9329
H 5.2083 -4.6997 -15.6026
H 7.2342 -2.0611 -13.7136
H 6.0846 -1.4749 -14.9251
H 7.8280 -1.5473 -15.2205
C 10.5964 -11.1548 -13.6296
N 10.5267 -11.2998 -12.1670
C 9.3734 -12.0671 -11.6858
P 11.5584 -10.6195 -11.0520
O 12.6207 -9.8414 -11.7310
N 10.5022 -9.6379 -10.1663
C 10.6482 -9.4681 -8.7089
C 9.9451 -8.4343 -10.7712
N 12.0934 -11.7914 -9.9202
C 13.4150 -11.6072 -9.3488
C 11.1544 -12.6084 -9.1671
H 11.3465 -10.4184 -13.9016
H 9.6246 -10.7784 -13.9589
H 10.6967 -12.1563 -14.0483
H 8.6011 -12.1200 -12.4520
H 8.9292 -11.5092 -10.8583
H 9.6273 -13.0656 -11.3332
H 10.5015 -8.4020 -8.5563
H 9.8120 -9.9573 -8.1982
H 11.6165 -9.8371 -8.3836
H 10.1817 -8.4765 -11.8381
H 8.8730 -8.2948 -10.6202
H 10.5215 -7.5815 -10.4053
H 14.1130 -11.1959 -10.0724
H 13.3495 -10.9494 -8.4709
H 13.7854 -12.5533 -8.9489
H 10.2042 -12.1056 -8.9602
H 11.5135 -12.6260 -8.1335
H 10.9849 -13.5392 -9.7019
C 9.3041 0.7763 -12.9237
C 10.5869 -0.0394 -12.9758
C 10.8346 -0.5136 -14.4410
O 12.2108 -0.1696 -14.6126
C 12.7100 0.4392 -13.5499
O 13.8338 0.8516 -13.4638
O 11.7591 0.6772 -12.6294
H 9.3538 1.5687 -13.6724
H 9.2728 1.2490 -11.9409
H 8.4453 0.1642 -13.1925
H 10.6262 -0.9017 -12.3037
H 10.3128 -0.1569 -15.3285
H 10.7221 -1.5999 -14.3590
C 13.4528 -6.9277 -12.8226
C 14.7357 -7.5973 -13.3223
C 14.4912 -8.7709 -14.2231
O 15.6318 -8.7504 -15.0928
C 16.1077 -7.4822 -15.1366
O 16.9418 -7.0321 -15.8385
O 15.5253 -6.7416 -14.1244
H 13.6906 -6.1053 -12.1456
H 12.9234 -7.6177 -12.1611
H 12.8701 -6.6275 -13.6926
H 15.2767 -7.9312 -12.4327
H 13.6259 -8.8080 -14.8836
H 14.5154 -9.6230 -13.5449
C 5.3838 -5.4680 -19.0265
C 4.0853 -4.7165 -19.2787
C 4.0159 -3.2309 -19.0106
O 3.4314 -2.7630 -20.2737
C 3.3162 -3.8338 -21.1932
O 3.0312 -3.6654 -22.3250
O 3.5898 -4.9821 -20.5841
H 5.6184 -5.5708 -17.9675
H 6.1904 -4.8924 -19.4863
H 5.3559 -6.4847 -19.3982
H 3.1883 -5.0069 -18.7119
H 5.0128 -2.7867 -19.0612
H 3.4851 -3.0343 -18.0859
C 5.7324 -0.1440 -19.9674
C 6.8815 0.8022 -19.9700
C 6.8383 2.0794 -19.0799
O 7.8448 1.8548 -18.1064
C 8.4994 0.7200 -18.3923
O 9.3783 0.2727 -17.7108
O 8.0702 0.1589 -19.5083
H 5.8669 -1.1452 -20.3860
H 4.8466 0.1857 -20.5159
H 5.3475 -0.4047 -18.9712
H 6.9819 1.0370 -21.0342
H 5.8739 2.0881 -18.5672
H 6.9028 2.9742 -19.6940
C 1.5047 -6.0772 -12.7755
C 2.3815 -4.8058 -12.9391
C 1.7002 -3.5758 -12.2947
O 2.6253 -3.1040 -11.3400
C 3.5108 -4.0462 -11.0516
O 4.3510 -4.0770 -10.2158
O 3.4723 -4.9960 -12.0512
H 0.4435 -5.8430 -12.8490
H 1.7545 -6.4532 -11.7872
H 1.7487 -6.8442 -13.5095
H 2.6514 -4.4191 -13.9231
H 0.7295 -3.8667 -11.8821
H 1.3975 -2.8448 -13.0444
C 12.3810 -6.1151 -19.0791
N 12.9372 -6.4299 -17.7238
O 14.0837 -6.1609 -17.4990
O 12.1831 -6.9576 -16.9345
H 11.6504 -5.3724 -18.7566
H 12.0599 -6.9330 -19.7114
H 13.2009 -5.5967 -19.5728
C 8.3587 -4.5527 -8.5042
N 9.5653 -5.3173 -8.8789
O 9.9388 -6.2166 -8.1550
O 10.1481 -5.0509 -9.9187
H 8.5093 -4.2970 -7.4566
H 7.4151 -5.0879 -8.5684
H 8.3346 -3.6618 -9.1231
C 5.8223 -7.6928 -13.3525
N 6.3541 -9.0414 -13.0347
O 7.4490 -9.3686 -13.4122
O 5.5501 -9.7760 -12.4812
H 6.7221 -7.0786 -13.3201
H 5.0329 -7.3339 -12.7021
H 5.4035 -7.7438 -14.3566

Calculated values
**Structure (SMILES)**: CN(C)P(=O)(N(C)C)N(C)C.CN(C)P(=O)(N(C)C)N(C)C.CN(C)P(=O)(N(C)C)N(C)C.CN(C)P(=O)(N(C)C)N(C)C.C[C@H]1COC(=O)O1.C[C@H]1COC(=O)O1.C[C@H]1COC(=O)O1.C[C@H]1COC(=O)O1.C[C@H]1COC(=O)O1.C[N+](=O)[O-].C[N+](=O)[O-].C[N+](=O)[O-]
**E_HOMO**: -8.3 eV
**Multiplicity**: 1